No. 1
Density functional theory data (wB97M-V/def2-TZVPD) for C17H23F9NOPPb as an isolated structure.

Output
net charge	0
E_HOMO	-0.2368	Eh
orbital gap	6.88	eV
strongest force on any atom	3.54	eV/A
LUMO level	0.4	eV
E_tot	-2224.46903	Eh

```
53
Properties=species:S:1:pos:R:3:forces:R:3:nbo_charge:R:1
Pb 1.02069 0.36767 0.64334 0.23 0.12 -1.58 0.84
P 0.38976 0.84915 -2.21353 -3.37 0.99 -0.42 0.82
F -4.92106 4.55721 1.82876 1.11 -0.60 -0.72 -0.30
F -4.53745 3.60818 -0.12173 0.34 0.25 1.01 -0.30
F -1.33619 4.34126 2.44802 -0.78 -0.67 0.16 -0.31
F -2.92814 3.90565 3.89080 0.46 -0.35 -1.01 -0.31
F -4.77589 1.33045 1.14515 0.59 0.21 1.03 -0.31
F -3.14496 5.08368 0.62009 -0.53 -0.86 0.61 -0.31
F -1.49626 2.34682 3.31230 -0.58 1.01 -0.29 -0.30
F -3.08479 0.67087 2.38153 -1.15 0.85 -0.16 -0.30
F -4.65043 1.96449 3.25366 0.55 -0.27 -0.92 -0.30
O -2.22799 2.38902 0.68002 -0.72 1.30 0.11 -0.64
N 2.99492 -1.05834 0.90231 1.02 -0.06 1.47 -0.50
C -0.79678 -0.59868 -2.09611 0.19 -0.02 0.25 -0.72
C -3.10956 2.91793 1.67468 0.96 -0.08 -0.76 -0.02
C -2.22334 3.39557 2.84579 1.04 0.44 1.22 0.97
C 2.67574 -1.87047 2.11611 0.85 0.22 0.00 -0.22
C 3.90202 0.10702 1.20598 0.12 -0.56 -0.32 -0.43
C 1.54752 -2.90707 1.87361 0.33 -0.25 0.70 -0.48
C -0.19761 -4.22246 -1.18429 -0.27 0.18 0.10 -0.22
C -0.29227 -1.80000 -1.31871 -0.16 -0.60 -0.26 -0.06
C -3.95345 4.05675 1.01742 -0.86 0.66 -0.39 0.97
C -0.89471 1.88702 -3.14758 0.13 -0.18 -0.45 -0.94
C 0.41113 -1.69983 -0.11514 -0.42 0.23 0.19 -0.43
C 0.76909 -2.86395 0.57582 -0.16 -0.48 -0.38 0.04
C 1.35641 0.29572 -3.65538 0.41 0.22 0.23 -0.95
C -0.56450 -3.06127 -1.85565 -0.05 0.25 -0.13 -0.21
C -3.92787 1.70993 2.13858 -0.70 -1.23 -0.15 0.97
C 0.42509 -4.12262 0.05275 0.09 0.15 -0.20 -0.24
C 3.56554 -1.95624 -0.13617 -0.06 0.29 0.06 -0.42
H 3.88944 0.35955 2.27813 -0.04 -0.19 -0.38 0.21
H 0.66537 -5.02727 0.61743 0.03 0.23 -0.22 0.20
H 4.92788 -0.13832 0.88289 -0.25 0.21 0.35 0.20
H -1.84908 1.97236 -2.59047 0.57 -0.06 -0.16 0.22
H -1.02502 -0.89560 -3.12825 -0.05 -0.04 0.13 0.21
H 3.62106 -2.39217 2.41952 -0.71 0.20 0.01 0.19
H -1.09453 1.41682 -4.13020 -0.16 0.35 0.33 0.20
H -1.74713 -0.22469 -1.65827 0.56 -0.08 -0.09 0.24
H -1.09815 -3.08100 -2.80915 0.20 -0.32 0.22 0.20
H 2.01599 -3.90191 1.96517 -0.27 0.29 -0.18 0.21
H 3.55629 0.98213 0.62327 0.45 -0.42 0.24 0.23
H 2.14900 1.03690 -3.79902 0.04 -0.25 -0.24 0.24
H -0.47856 2.89147 -3.31225 -0.22 -0.22 -0.02 0.22
H -0.43395 -5.18905 -1.61396 0.03 0.01 0.08 0.21
H 2.06029 0.50750 -1.12059 0.65 -0.54 1.50 -0.37
H 2.41296 -1.20611 2.96154 0.08 -0.06 -0.55 0.20
H -2.09773 3.12398 0.04377 0.34 -0.71 0.20 0.50
H 0.71726 0.22865 -4.54477 0.19 0.00 0.25 0.23
H 0.85760 -2.87191 2.73405 0.11 0.17 -0.28 0.23
H 3.08648 -1.76057 -1.10889 0.16 -0.14 0.34 0.23
H 4.65112 -1.77434 -0.22247 -0.39 -0.12 -0.03 0.19
H 1.79883 -0.67496 -3.42605 0.09 0.07 -0.10 0.24
H 3.41994 -3.00488 0.17616 -0.02 0.48 -0.40 0.21
```
Forces are in eV/Å.

=====

No. 2
Density functional theory data (wB97M-V/def2-TZVPD) for C17H23N3O3 as an isolated structure.

Output
net charge	0
E_HOMO	-0.2868	Eh
orbital gap	7.35	eV
strongest force on any atom	19.78	eV/A
LUMO level	-0.5	eV
E_tot	-1050.92125	Eh
relative energy (zero: lowest compared OMol25 entry of this formula, charge and spin)	1980.7	kJ/mol

```
46
Properties=species:S:1:pos:R:3:forces:R:3:nbo_charge:R:1
O 5.71554 -0.98533 -2.18868 -5.53 -2.13 -6.29 -0.43
O -1.55424 -2.56421 -0.17135 -3.93 -2.52 0.12 -0.58
O 2.44312 -0.87741 1.04275 1.50 -3.34 -5.42 -0.64
N -0.13010 -0.74251 0.27893 -5.21 1.20 0.17 -0.71
N 1.90632 -2.61545 -0.61985 7.68 5.77 -2.19 -0.39
N 0.71520 -2.61986 -0.16277 -2.85 -12.96 0.91 -0.44
C 2.76606 -1.53144 -0.10872 -12.87 -1.53 10.21 0.59
C -2.41709 0.14467 -0.68675 8.89 15.55 1.32 -0.34
C 3.82967 -1.30544 -0.70899 15.81 4.55 -5.57 -0.27
C -4.14167 0.88109 0.91815 2.43 6.04 2.16 -0.40
C -3.32255 1.50072 -0.31240 -5.06 -13.51 -2.95 -0.22
C -0.65477 1.49666 0.65130 -10.45 3.86 -10.68 -0.49
C -2.36933 2.32049 2.13792 -1.79 -3.03 9.97 -0.46
C -1.21669 0.26152 0.55748 -5.34 -8.61 -2.57 0.21
C -0.51029 -2.12276 0.04196 5.81 8.54 -0.37 0.82
C -2.80968 2.70843 -0.19570 9.95 2.40 -0.47 -0.40
C -2.13726 -0.16301 1.75566 7.69 -1.06 3.68 -0.39
C 6.14201 -0.48630 -1.15368 0.41 -0.44 10.94 0.15
C -1.59048 2.50721 1.02857 -2.50 8.72 -6.53 -0.16
C -3.01829 0.86325 2.20540 -3.59 2.07 -4.39 -0.23
C 5.14874 -0.75209 -0.07389 0.18 -0.23 -9.24 -0.24
C 3.53869 -1.78065 -3.16847 3.34 3.20 -3.44 -0.72
C 4.20355 -1.33730 -2.00877 3.06 0.14 1.17 0.38
H -4.59504 -0.03949 0.90857 -1.04 -2.07 -0.92 0.21
H 0.61607 -3.80452 -0.19009 -1.03 3.77 0.73 0.34
H -4.05324 1.46236 -1.15986 0.03 0.15 0.38 0.20
H 7.32218 -0.32614 -0.86380 -3.24 -0.15 -1.44 0.23
H -2.18001 3.01867 -1.14391 -1.57 -0.26 1.58 0.20
H -3.58624 3.27619 0.02860 -2.74 3.86 1.35 0.21
H -1.26114 -0.08808 2.78915 -1.65 -0.44 -2.43 0.13
H 3.62371 -2.75503 -3.35339 0.29 -4.17 -0.71 0.23
H -4.84659 1.74458 1.06961 -0.15 -1.17 0.61 0.18
H -3.47497 0.50949 3.09205 -0.67 0.57 1.15 0.22
H 0.71629 -0.34209 0.64043 0.93 -1.48 0.40 0.43
H -3.09540 2.99436 2.72233 0.69 -0.12 -2.32 0.25
H 2.20811 -2.87805 -1.64404 -1.55 0.59 2.26 0.37
H -1.66301 2.25065 3.05769 -0.33 -0.08 -0.92 0.19
H 5.27095 -0.59931 0.85230 0.73 1.31 6.87 0.19
H 0.00291 1.48320 1.15901 14.73 -0.49 13.19 0.20
H -2.29588 -1.25875 1.88725 -0.78 1.04 -0.81 0.26
H 2.61100 -1.45756 -3.32729 -4.30 1.11 0.41 0.25
H -1.70458 0.49809 -1.49975 -1.31 -1.22 0.01 0.18
H -0.04243 1.76210 -0.17784 -0.32 0.42 -2.04 0.22
H -2.77501 -0.67703 -0.66372 -4.97 -10.14 -0.18 0.17
H -1.28304 3.68628 0.85787 0.35 -2.99 1.22 0.23
H 3.94890 -1.26018 -4.09925 0.24 -0.74 1.07 0.26
```
Forces are in eV/Å.

=====

No. 3
Density functional theory data (wB97M-V/def2-TZVPD) for one molecule with the formula C17H23N3O4.

Output
net charge	0
E_HOMO	-0.3095	Eh
orbital gap	9.18	eV
strongest force on any atom	0.68	eV/A
LUMO level	0.8	eV
E_tot	-1126.85434	Eh
relative energy (zero: lowest compared OMol25 entry of this formula, charge and spin)	142.5	kJ/mol
SMILES string	C[C@H]1Oc2ccccc2N(CC(=O)NCCN2CCOCC2)C1=O

```
47
Properties=species:S:1:pos:R:3:forces:R:3:nbo_charge:R:1
O -1.41141 0.53842 3.56020 -0.27 -0.24 0.00 -0.48
O -0.77164 1.56824 -3.17571 -0.13 -0.09 -0.12 -0.52
O 1.70702 -0.99341 2.78719 0.12 0.11 0.17 -0.64
O 0.23621 -2.76046 -1.13003 -0.25 -0.16 -0.29 -0.64
N -0.31849 -1.31956 1.85533 -0.04 -0.19 0.03 -0.43
N 1.65717 0.85149 -1.92776 -0.02 0.01 0.00 -0.45
N 1.94125 -1.76046 -0.02507 0.38 0.16 0.08 -0.62
C -1.59541 -0.79940 1.57560 -0.32 0.36 0.17 0.14
C -2.32942 -1.18689 0.46355 0.02 0.05 0.07 -0.25
C 1.46836 0.63216 -3.34984 -0.21 0.27 -0.05 -0.25
C 2.69905 -1.36208 -1.18748 0.06 0.27 -0.25 -0.26
C -0.01044 0.57755 3.36519 0.54 0.41 -0.02 0.01
C -4.13905 0.22934 1.16544 -0.02 0.01 -0.03 -0.21
C 0.54215 -0.65026 2.65359 0.02 0.09 0.27 0.68
C 0.45966 1.66883 -3.85276 0.30 -0.14 -0.21 -0.07
C 0.38648 0.66768 -1.25158 -0.28 0.36 -0.15 -0.27
C 0.76120 -2.39242 -0.09826 -0.08 -0.11 0.52 0.67
C 2.78442 0.17351 -1.33339 0.02 -0.27 -0.02 -0.21
C -2.12695 0.13985 2.46537 -0.15 -0.03 -0.27 0.25
C 0.41058 1.84584 2.61164 -0.17 -0.27 0.17 -0.63
C 0.10424 -2.58323 1.27540 0.12 -0.22 -0.15 -0.32
C -3.40311 0.64083 2.26333 0.26 -0.05 0.09 -0.23
C -0.59272 1.71317 -1.78718 0.04 -0.14 0.43 -0.07
C -3.59769 -0.66838 0.26208 -0.07 -0.01 0.01 -0.22
H 0.53051 0.80319 -0.17867 -0.04 -0.02 0.05 0.20
H 1.48808 1.84918 2.47174 0.09 0.01 -0.05 0.23
H 0.83063 -3.02947 1.96089 -0.14 0.04 -0.08 0.25
H -4.16149 -0.97348 -0.60522 -0.05 -0.04 -0.09 0.22
H 0.88192 2.67497 -3.70759 -0.01 -0.09 -0.04 0.16
H 3.71244 -1.76624 -1.10465 -0.06 -0.01 -0.07 0.20
H 0.42431 0.59332 4.37102 -0.03 -0.13 -0.25 0.22
H 0.23868 1.51463 -4.91015 0.07 0.03 0.03 0.19
H 2.21198 -1.80517 -2.05835 0.13 -0.01 0.04 0.23
H -1.57880 1.58776 -1.33453 0.06 0.03 0.03 0.19
H 2.93866 0.60506 -0.33807 0.12 -0.01 -0.02 0.19
H -0.08313 1.88870 1.64171 0.00 0.02 -0.07 0.21
H 1.07969 -0.37637 -3.56760 0.05 0.01 -0.03 0.18
H 0.12108 2.72269 3.18497 -0.02 0.05 0.04 0.23
H 2.28548 -1.48149 0.88716 -0.17 -0.10 0.01 0.43
H -1.91588 -1.88333 -0.24772 0.12 -0.11 -0.09 0.25
H -0.20712 2.72009 -1.56323 -0.04 -0.07 0.02 0.16
H -0.04245 -0.32756 -1.44163 0.01 0.00 0.08 0.19
H 3.65829 0.41408 -1.94406 0.05 0.00 0.07 0.20
H -3.79957 1.34511 2.97681 -0.03 0.10 0.09 0.23
H -0.76346 -3.23684 1.17648 0.12 0.09 -0.05 0.24
H -5.13198 0.62223 1.01176 -0.09 0.04 -0.02 0.22
H 2.42066 0.76856 -3.86591 0.00 -0.01 -0.05 0.20
```
Forces are in eV/Å.

=====

No. 4
Density functional theory data (wB97M-V/def2-TZVPD) for one molecule with the formula C17H23N3O4.

Output
net charge	0
E_HOMO	-0.3068	Eh
orbital gap	8.64	eV
strongest force on any atom	0.97	eV/A
LUMO level	0.3	eV
E_tot	-1126.78004	Eh
relative energy (zero: lowest compared OMol25 entry of this formula, charge and spin)	337.6	kJ/mol
SMILES string	COc1cccc(/C=N/NC(=O)C(=O)N2CCCCCC2)c1OC

```
47
Properties=species:S:1:pos:R:3:forces:R:3:nbo_charge:R:1
O 4.43520 2.18616 -0.94753 -0.09 -0.25 -0.10 -0.58
O -4.00282 -0.63986 -0.62100 0.50 0.15 0.02 -0.51
O 2.52454 0.17123 -2.43138 -0.16 0.28 -0.09 -0.61
O -1.25208 -0.49915 -1.24018 -0.03 0.20 0.41 -0.53
N 3.01561 -0.53562 -0.33429 0.04 -0.02 -0.08 -0.43
N 1.00609 2.58258 -0.15384 -0.92 -0.08 0.27 -0.24
N 2.32300 2.68674 -0.44031 0.40 0.60 -0.09 -0.43
C 1.42206 -2.41965 -0.06379 0.31 -0.04 0.11 -0.40
C 3.48983 -0.26010 1.00227 0.00 0.35 0.59 -0.23
C 1.30741 -2.21875 1.44802 -0.28 0.11 -0.16 -0.41
C -3.28758 0.47331 -0.26328 -0.08 -0.05 -0.02 0.23
C 0.25873 1.64369 -0.58526 0.90 -0.12 -0.32 0.04
C -5.38002 -0.67806 -0.34079 -0.22 -0.02 0.05 -0.25
C 1.09491 -0.75056 1.82598 0.16 -0.05 0.17 -0.39
C -3.83854 1.54516 0.42505 -0.06 -0.18 -0.08 -0.28
C -1.92068 0.50269 -0.60316 0.12 0.33 0.11 0.34
C 2.37747 0.06698 2.00991 -0.05 -0.10 -0.15 -0.41
C -1.91154 -1.32790 -2.17634 -0.08 -0.37 -0.37 -0.24
C 3.27797 1.81774 -0.87679 0.19 0.17 -0.06 0.58
C -1.72206 2.65958 0.49942 -0.01 -0.15 -0.09 -0.18
C 2.87502 0.40202 -1.28728 0.29 -0.21 -0.03 0.60
C 2.73853 -1.92080 -0.65803 -0.32 -0.35 -0.37 -0.22
C -3.06070 2.62906 0.80724 0.05 0.02 0.01 -0.21
C -1.14337 1.60913 -0.21548 -0.84 -0.13 0.13 -0.15
H 2.11528 1.12467 1.94345 0.07 0.05 0.05 0.21
H 0.59283 0.84780 -1.24248 0.10 0.07 -0.04 0.21
H 4.03027 -1.14954 1.33675 0.02 0.09 -0.08 0.20
H -5.91609 0.13827 -0.83517 0.02 -0.02 0.03 0.18
H 1.33653 -3.48297 -0.29774 -0.02 -0.03 -0.07 0.21
H 0.47872 -0.28577 1.05453 -0.07 -0.02 0.05 0.20
H -5.57416 -0.64468 0.73599 0.00 0.02 -0.05 0.18
H 0.53106 -0.69249 2.75945 -0.06 0.05 -0.04 0.21
H -5.72982 -1.62973 -0.73849 -0.04 0.08 0.05 0.20
H -1.11523 -1.77195 -2.77452 -0.06 0.03 0.00 0.19
H -1.09318 3.48629 0.78406 0.04 0.11 0.04 0.23
H 2.69136 3.59735 -0.17432 0.00 -0.40 -0.10 0.40
H 0.44321 -2.79023 1.79355 0.06 -0.05 0.05 0.21
H 2.18669 -2.62067 1.95531 0.05 -0.12 0.09 0.19
H 2.78568 -0.10550 3.00787 0.02 0.06 0.05 0.21
H -3.51812 3.44164 1.35012 -0.03 0.08 0.05 0.22
H 4.20619 0.56456 0.97386 0.03 -0.15 0.00 0.23
H 0.59301 -1.90050 -0.54692 -0.03 -0.03 -0.04 0.22
H 2.69823 -1.99241 -1.74755 0.09 -0.06 0.16 0.24
H -4.88432 1.53761 0.68619 -0.10 -0.05 0.00 0.22
H -2.57168 -0.75014 -2.82546 0.02 -0.01 0.02 0.18
H 3.57141 -2.53219 -0.29471 -0.01 0.07 -0.02 0.19
H -2.48486 -2.11505 -1.68293 0.07 0.10 -0.09 0.19
```
Forces are in eV/Å.